Record 1
Below is a structure of composition C24H43N2P3SYb, with properties calculated with ωB97M-V/def2-TZVPD.

Each line ends with the Mulliken spin population.
Geometry (Å):
Yb  0.487  -0.262  -0.136  0.10
P  1.518  2.047  1.390  0.00
P  -1.623  1.081  2.184  0.00
P  -1.643  2.627  -1.015  -0.01
H  0.265  -4.141  -6.665  0.00
C  0.459  -3.148  -7.078  -0.01
C  1.671  -2.580  -7.006  0.01
H  2.490  -3.049  -6.462  0.00
C  2.885  0.992  2.038  0.00
C  1.389  3.192  2.835  0.00
C  2.550  3.126  0.320  0.00
C  -3.274  0.264  2.091  0.00
C  -1.179  0.435  3.833  0.00
C  -2.250  2.710  2.806  0.00
C  -1.232  2.953  -2.729  0.01
C  -1.189  4.100  -0.143  0.00
C  -3.420  2.404  -0.904  0.00
H  -0.360  -2.702  -7.676  0.00
H  1.908  -1.687  -7.615  0.00
H  3.062  0.098  1.421  0.00
H  2.651  0.666  3.058  0.00
H  3.803  1.603  2.053  0.00
H  1.066  2.650  3.734  0.00
H  0.674  3.992  2.608  0.00
H  2.382  3.643  3.015  0.00
H  2.939  2.533  -0.523  0.00
H  3.383  3.531  0.922  0.00
H  1.936  3.952  -0.064  0.00
H  -3.881  0.519  2.982  0.00
H  -3.124  -0.826  2.058  0.00
H  -3.818  0.565  1.184  0.00
H  -2.023  0.575  4.531  0.00
H  -0.303  0.953  4.240  0.00
H  -0.934  -0.631  3.771  0.00
H  -2.833  2.558  3.726  0.00
H  -2.896  3.205  2.074  0.00
H  -1.413  3.374  3.038  0.00
H  -1.950  3.738  -3.033  0.00
H  -1.323  2.052  -3.351  0.00
H  -0.180  3.271  -2.796  0.00
H  -1.790  4.898  -0.623  0.00
H  -0.127  4.356  -0.237  0.00
H  -1.419  4.112  0.927  0.00
H  -3.834  3.146  -1.623  0.00
H  -3.795  2.564  0.125  0.00
H  -3.716  1.390  -1.217  0.00
C  0.565  -0.739  -3.214  0.08
C  -0.849  -0.809  -3.351  0.07
C  -1.379  -2.034  -3.806  0.00
C  -0.577  -3.138  -4.129  0.18
C  0.804  -3.061  -4.015  -0.05
C  1.364  -1.821  -3.674  0.12
S  1.334  0.637  -2.534  0.48
H  -0.939  1.381  -0.932  0.00
H  -1.479  0.068  -3.194  0.02
H  -2.463  -2.107  -3.916  0.00
H  -0.999  -4.067  -4.550  0.00
H  1.436  -3.911  -4.259  0.01
H  2.427  -1.705  -3.794  0.00
N  0.614  -3.927  1.088  0.00
C  0.367  -2.711  0.583  0.00
N  0.701  -1.774  1.477  0.00
C  1.170  -2.423  2.616  0.00
C  1.546  -1.901  3.868  0.00
C  1.933  -2.827  4.851  0.00
C  1.935  -4.207  4.572  0.00
C  1.524  -4.708  3.332  0.00
C  1.139  -3.795  2.379  0.00
H  0.426  -4.811  0.643  0.00
H  -0.085  -2.524  -0.406  0.00
H  1.502  -0.813  4.027  0.00
H  2.235  -2.469  5.840  0.00
H  2.258  -4.885  5.358  0.00
H  1.496  -5.767  3.076  0.00

Computed properties:
HOMO-LUMO gap (spin up / spin down): 7.226 / 4.506 eV
spin multiplicity: 2
expectation value of S²: 0.777
total charge: +3
E_tot: -98771.1188 eV

---

Record 2
Below is a structure of composition C33H44IN7O4STi, with properties calculated with ωB97M-V/def2-TZVPD.

Each line ends with the Mulliken spin population.
Geometry (Å):
Ti  0.616  0.516  0.706  0.95
C  1.188  -3.644  -2.699  0.00
C  0.302  -2.516  -3.213  0.00
N  -0.396  -1.819  -2.146  0.00
C  -1.455  -0.940  -2.596  0.02
C  -1.555  0.397  -1.859  0.05
N  -0.258  0.976  -1.442  -0.07
C  0.531  1.403  -2.615  0.01
C  1.886  1.980  -2.250  0.00
C  2.845  0.924  -1.731  0.01
N  2.622  0.521  -0.321  -0.02
C  3.668  -0.443  0.116  0.05
C  3.770  -1.645  -0.819  0.00
N  2.474  -2.150  -1.220  0.00
C  2.565  -3.198  -2.229  0.00
H  0.658  -4.154  -1.891  0.00
H  1.329  -4.373  -3.499  0.00
H  0.905  -1.833  -3.841  0.00
H  -0.460  -2.945  -3.869  0.00
H  0.271  -1.359  -1.537  0.00
H  -1.361  -0.754  -3.675  0.00
H  -2.430  -1.423  -2.455  0.00
H  -2.062  1.106  -2.526  0.00
H  -2.161  0.297  -0.956  -0.03
H  -0.529  1.842  -0.976  -0.01
H  0.671  0.521  -3.246  0.00
H  -0.061  2.129  -3.185  0.00
H  2.326  2.408  -3.153  0.00
H  1.774  2.801  -1.536  0.00
H  2.726  0.020  -2.329  0.00
H  3.884  1.263  -1.823  0.00
H  2.775  1.373  0.225  0.00
H  4.638  0.064  0.153  0.01
H  3.411  -0.785  1.120  -0.01
H  4.311  -1.353  -1.725  0.00
H  4.394  -2.402  -0.321  0.00
H  1.985  -2.495  -0.400  0.00
H  3.125  -2.798  -3.082  0.00
H  3.133  -4.068  -1.863  0.00
C  -2.452  6.247  -3.420  0.00
C  -1.896  5.496  -2.245  0.00
C  -2.643  4.515  -1.605  0.00
C  -2.119  3.807  -0.530  0.00
C  -0.831  4.088  -0.099  0.00
C  -0.061  5.070  -0.721  0.00
C  -0.605  5.764  -1.782  0.00
S  -0.134  3.181  1.227  0.01
O  1.206  2.763  0.726  -0.01
O  -0.171  3.935  2.440  0.00
N  -0.945  1.771  1.295  -0.03
C  -1.173  1.397  2.687  0.01
C  -2.376  1.524  3.308  0.01
C  -2.494  1.262  4.697  0.00
C  -1.401  0.937  5.444  0.00
C  -0.128  0.814  4.826  0.00
C  1.068  0.539  5.526  0.00
C  2.259  0.489  4.857  0.00
C  2.249  0.628  3.457  0.02
N  1.144  0.827  2.772  0.01
C  -0.036  1.001  3.444  -0.02
H  -3.526  6.099  -3.510  0.00
H  -1.986  5.907  -4.346  0.00
H  -2.257  7.315  -3.330  0.00
H  -3.648  4.302  -1.942  0.00
H  -2.701  3.042  -0.036  0.00
H  0.940  5.287  -0.376  0.00
H  -0.019  6.533  -2.268  0.00
H  -3.238  1.849  2.740  0.00
H  -3.461  1.362  5.168  0.00
H  -1.487  0.777  6.509  0.00
H  1.032  0.379  6.595  0.00
H  3.194  0.317  5.367  0.00
H  3.170  0.534  2.893  0.00
I  -3.542  -1.474  1.033  0.00
C  -3.113  -3.506  0.665  0.00
C  -4.172  -4.404  0.763  0.00
C  -3.895  -5.736  0.524  0.00
C  -2.596  -6.107  0.197  0.00
C  -1.634  -5.120  0.122  0.00
N  -1.883  -3.827  0.353  0.00
H  -5.166  -4.067  1.010  0.00
H  -4.683  -6.474  0.591  0.00
H  -2.338  -7.137  0.002  0.00
H  -0.610  -5.366  -0.132  0.00
C  1.417  -3.428  2.437  0.00
O  1.492  -2.341  1.500  0.01
C  0.421  -1.470  1.532  0.04
O  -0.454  -1.648  2.350  0.00
H  1.444  -3.050  3.459  0.00
H  2.286  -4.052  2.241  0.00
H  0.497  -3.992  2.296  0.00

Computed properties:
relative energy (zero: lowest compared OMol25 entry of this formula, charge and spin): 41.46 kcal per mole
HOMO-LUMO gap (spin up / spin down): 7.552 / 7.627 eV
spin multiplicity: 2
expectation value of S²: 0.754
total charge: +1
E_tot: -95603.0952 eV

---

Record 3
Below is a structure of composition C6H7LiNiO6, with properties calculated with ωB97M-V/def2-TZVPD.

Each line ends with the Mulliken spin population.
Geometry (Å):
Ni  1.908  2.318  -0.612  1.61
O  0.447  1.278  -0.843  0.31
O  1.119  -0.986  -0.703  0.01
C  2.516  -1.154  -0.948  0.00
C  3.143  -0.412  0.221  0.00
O  2.208  0.666  0.421  0.06
C  0.906  0.241  -0.119  0.02
H  2.739  -2.225  -0.955  0.00
H  2.791  -0.707  -1.914  0.00
H  4.129  0.009  0.002  0.00
H  3.184  -1.023  1.132  0.01
Li  -5.836  0.251  -1.014  0.00
O  -4.340  1.563  -0.436  0.00
O  -2.525  0.801  0.674  0.00
C  -1.599  -0.079  0.593  0.00
C  -0.216  0.274  0.885  0.00
O  -4.281  -0.598  0.104  0.00
C  -3.840  0.539  0.002  0.00
H  -1.962  -1.115  0.671  0.00
H  -0.224  1.210  1.467  0.00
H  -0.267  -0.850  1.371  0.01

Computed properties:
relative energy (zero: lowest compared OMol25 entry of this formula, charge and spin): 30.78 kcal per mole
HOMO-LUMO gap (spin up / spin down): 8.372 / 7.235 eV
spin multiplicity: 3
expectation value of S²: 2.008
total charge: +2
E_tot: -59848.8208 eV

---

Record 4
Below is a structure of composition C23H47NbO8, with properties calculated with ωB97M-V/def2-TZVPD.

Each line ends with the Mulliken charge.
Geometry (Å):
C  -1.662  -3.894  0.314  -0.65
C  -0.244  -4.554  0.780  0.22
O  0.515  -4.844  -0.426  -0.35
C  1.724  -4.083  -0.502  0.49
O  1.831  -3.316  -1.498  -0.47
C  2.903  -4.229  0.564  -0.63
C  2.972  -3.086  1.689  -0.18
C  3.258  -1.596  1.148  -1.06
Nb  1.368  -0.249  1.157  -1.46
C  1.354  -0.104  -1.117  1.10
O  2.442  -0.089  -1.805  -0.75
O  0.117  -0.066  -1.755  -0.87
H  -1.528  -3.419  -0.719  0.13
H  -2.434  -4.748  0.255  0.31
H  -1.960  -3.129  1.107  0.11
H  0.290  -3.858  1.505  -0.29
H  -0.477  -5.552  1.323  0.28
H  3.904  -4.346  0.003  0.39
H  2.731  -5.233  1.115  0.28
H  2.061  -3.063  2.393  0.15
H  3.868  -3.368  2.372  0.30
H  3.975  -1.070  1.895  0.35
H  3.750  -1.574  0.118  0.26
H  2.403  1.244  1.289  0.00
H  -0.135  0.818  1.185  0.07
H  0.299  -1.741  1.084  0.47
H  1.239  -0.367  2.983  -0.09
C  -1.782  0.152  -5.791  -0.58
C  -1.014  -1.000  -5.181  -0.36
C  -2.097  -1.731  -4.418  -0.19
O  -3.328  -1.519  -5.133  -0.45
C  -3.118  -0.493  -6.111  -0.44
H  -1.299  0.587  -6.669  0.34
H  -1.917  0.943  -5.046  0.27
H  -0.617  -1.642  -5.975  0.28
H  -0.182  -0.687  -4.546  0.20
H  -2.218  -1.321  -3.411  0.13
H  -1.900  -2.803  -4.336  0.26
H  -3.103  -0.969  -7.099  0.25
H  -3.947  0.219  -6.080  0.26
C  3.559  3.031  -3.088  -0.39
C  3.887  4.332  -3.789  -0.55
C  4.140  5.266  -2.620  -0.41
O  4.662  4.465  -1.554  -0.42
C  4.486  3.078  -1.892  -0.30
H  3.710  2.147  -3.708  0.33
H  2.517  3.040  -2.753  0.20
H  4.803  4.215  -4.379  0.28
H  3.095  4.685  -4.453  0.32
H  3.209  5.726  -2.270  0.25
H  4.851  6.061  -2.865  0.26
H  5.472  2.666  -2.136  0.23
H  4.087  2.537  -1.032  0.15
C  -1.013  5.111  1.425  -0.57
C  -1.721  5.101  2.761  -0.50
C  -1.466  3.685  3.240  -0.47
O  -0.206  3.283  2.694  -0.31
C  0.193  4.236  1.702  -0.33
H  -0.744  6.111  1.077  0.34
H  -1.648  4.643  0.666  0.29
H  -1.244  5.817  3.440  0.25
H  -2.784  5.347  2.699  0.32
H  -2.230  2.995  2.865  0.28
H  -1.434  3.610  4.331  0.23
H  1.022  4.822  2.115  0.23
H  0.546  3.712  0.811  0.21
C  -4.529  -2.674  5.137  -0.54
C  -3.498  -1.598  5.396  -0.50
C  -2.383  -1.996  4.449  -0.46
O  -3.003  -2.640  3.328  -0.28
C  -4.373  -2.907  3.647  -0.51
H  -5.544  -2.388  5.420  0.32
H  -4.263  -3.583  5.688  0.26
H  -3.901  -0.621  5.110  0.26
H  -3.173  -1.541  6.437  0.34
H  -1.703  -2.716  4.915  0.24
H  -1.799  -1.139  4.104  0.29
H  -4.993  -2.212  3.070  0.29
H  -4.627  -3.928  3.352  0.26

Computed properties:
relative energy (zero: lowest compared OMol25 entry of this formula, charge and spin): 48.33 kcal per mole
HOMO-LUMO gap: 4.385 eV
total charge: -2
E_tot: -42532.2389 eV

---

Record 5
Below is a structure of composition C4H5NO2, with properties calculated with ωB97M-V/def2-TZVPD.

Each line ends with the natural charge from an NBO analysis.
Geometry (Å):
N  0.415  1.287  1.012  -0.81
C  0.168  0.252  0.083  -0.03
C  -1.184  0.113  -0.616  -0.41
C  -0.665  -1.006  0.190  0.07
O  0.285  -1.758  -0.598  -0.49
C  1.154  -0.679  -0.579  0.77
O  2.307  -0.669  -0.882  -0.54
H  0.629  2.161  0.543  0.37
H  1.191  1.057  1.622  0.38
H  -1.951  0.716  -0.138  0.24
H  -1.256  0.015  -1.696  0.23
H  -1.093  -1.489  1.058  0.22

Computed properties:
relative energy (zero: lowest compared OMol25 entry of this formula, charge and spin): 42.62 kcal per mole
HOMO-LUMO gap: 10.659 eV
E_tot: -9812.4664 eV

---

Record 6
Below is the molecule C4H7NO, with properties calculated with ωB97M-V/def2-TZVPD.

Each line ends with the natural charge from an NBO analysis.
Geometry (Å):
C  -1.198  -0.873  0.812  -0.40
C  -0.275  0.356  -1.190  -0.43
C  0.646  1.387  -0.491  -0.55
C  1.076  0.256  0.383  0.72
O  2.059  -0.116  0.965  -0.52
N  -0.024  -0.669  -0.058  -0.46
H  -1.932  -1.448  0.240  0.22
H  -0.909  -1.390  1.734  0.20
H  -1.613  0.116  1.013  0.23
H  0.151  -0.063  -2.105  0.16
H  1.505  1.814  -1.028  0.22
H  0.130  2.209  0.025  0.21
H  0.384  -1.578  -0.300  0.40

Computed properties:
relative energy (zero: lowest compared OMol25 entry of this formula, charge and spin): 94.62 kcal per mole
HOMO-LUMO gap: 7.817 eV
E_tot: -7795.5413 eV

---

Q: The lowest E_tot belongs to which entry?
A: C24H43N2P3SYb